1.
{
  "formula": "C10H15N",
  "method": "ωB97M-V with the def2-TZVPD basis set",
  "elements": ["C", "C", "C", "N", "C", "C", "H", "H", "H", "H", "H", "C", "C", "C", "C", "C", "H", "H", "H", "H", "H", "H", "H", "H", "H", "H"],
  "coordinates": [[-1.97860, -0.12084, 1.36337], [-1.60244, -1.23327, 0.45602], [-1.76484, -1.10532, -0.95320], [-2.45430, -0.15673, -1.43437], [-2.71214, 0.86734, -0.61088], [-2.55427, 0.97218, 0.75732], [-1.75098, 0.05711, 2.44604], [-1.14770, -2.10178, 0.86480], [-1.42650, -2.04887, -1.41856], [-2.98879, 1.85621, -1.12675], [-2.75548, 1.93088, 1.12871], [1.44919, 1.02970, 0.19655], [2.69089, 1.25398, -0.43622], [3.47895, -0.15898, -0.44677], [2.46900, -1.07477, 0.08498], [1.31828, -0.34919, 0.91194], [0.91755, 1.75076, 0.92661], [0.62942, 0.94117, -0.71345], [3.22636, 1.98195, 0.02412], [2.42653, 1.50780, -1.56133], [4.27432, -0.14415, 0.28056], [3.92525, -0.56395, -1.36863], [2.90525, -1.89815, 0.86976], [2.24658, -1.56880, -0.80866], [1.68199, -0.24380, 1.96441], [0.25216, -0.84409, 0.59436]],
  "forces_ev_per_a": [[0.5971, -1.2962, -0.6633], [-1.0488, 2.9123, 1.6023], [0.5814, -4.0245, 4.4773], [-0.5607, 3.1248, -1.6886], [-0.9043, 2.4188, -1.9564], [0.7903, -1.5821, -1.8959], [-0.0339, -1.2773, -0.9846], [0.2710, -0.5860, 0.2488], [-0.3824, 0.9674, -0.9502], [-0.1341, -1.7663, 0.5163], [-0.2497, 0.8771, 1.1794], [-8.2872, -0.7512, 0.7833], [1.7439, -1.9347, -5.2653], [0.7192, 2.1167, 1.1116], [-0.1753, -3.3301, 4.0373], [0.7605, -0.6653, -3.0431], [1.4657, -0.2592, -1.3854], [1.5230, 0.2709, 2.2957], [1.9919, 2.2628, 0.9228], [1.2088, 0.0580, 2.2464], [0.6770, 0.6310, 0.1260], [-0.3612, 0.7744, 0.0599], [-0.6693, 1.6365, -2.1841], [-1.9421, -1.4893, -0.8437], [-0.9659, -0.5282, -0.6218], [3.3850, 1.4396, 1.8753]],
  "homo_ev": -9.05,
  "de_lowest_kj_mol": 360.8,
  "smiles": "c1ccncc1.C1CCCC1",
  "gap_ev": 9.669,
  "max_force_ev_per_a": 8.36
}



2.
{
  "formula": "C4H13NO3",
  "method": "ωB97M-V with the def2-TZVPD basis set",
  "elements": ["C", "C", "C", "O", "N", "C", "O", "H", "H", "H", "H", "H", "H", "H", "H", "H", "H", "H", "O", "H", "H"],
  "coordinates": [[0.82584, 0.01460, -1.69577], [0.70471, -0.18920, -0.17849], [1.90376, 0.33752, 0.53159], [3.07505, -0.57872, 0.34833], [-0.43891, 0.80298, 0.21139], [-1.08911, 0.62419, 1.50008], [-1.95208, -0.43991, 1.37820], [0.97655, 1.12242, -1.88073], [-0.11972, -0.28453, -2.19805], [1.70902, -0.56027, -2.09680], [0.60189, -1.26457, 0.04765], [2.17733, 1.31451, 0.11731], [1.60368, 0.45994, 1.51283], [3.78405, -0.41638, 0.98687], [-1.31380, 0.50974, -0.35779], [-1.77536, 1.52271, 1.79668], [-0.18349, 0.72565, 2.17200], [-1.56518, -1.28182, 1.55974], [-2.78747, -0.46533, -1.25305], [-3.30875, -0.83307, -0.54436], [-2.82802, -1.12044, -1.95767]],
  "forces_ev_per_a": [[0.4493, 0.2185, -0.3132], [-1.3246, 1.4632, -0.8466], [2.4314, -0.5380, -1.8875], [-1.4496, 0.5950, 0.2716], [-1.7030, -1.3694, -1.5047], [1.6271, 2.9628, 0.0193], [-1.4078, -0.7120, 1.5379], [-0.1187, -1.2801, 0.1226], [0.7084, 0.0662, 0.1885], [-0.9806, 0.5670, 0.2805], [-0.4836, 0.3074, 0.1767], [-0.1110, -0.0983, 0.0982], [0.1395, 0.1021, 2.4104], [-0.5447, 0.2886, -0.0912], [2.3935, 0.8378, 0.0035], [1.3267, -1.3733, -0.9086], [-1.4726, -1.2579, 0.5601], [0.6720, -0.7417, 0.1836], [-0.0025, -0.0629, -0.7704], [-0.1470, -0.0787, 0.5267], [-0.0020, 0.1036, -0.0574]],
  "homo_ev": -9.08,
  "de_lowest_kj_mol": 270.7,
  "smiles": "C[C@@H](CO)NCO.O",
  "gap_ev": 9.699,
  "max_force_ev_per_a": 3.38
}